No. 1
Molecular formula: C5H7NO
Method: DFT, the ωB97M-V functional and the def2-TZVPD basis

```
14
Properties=species:S:1:pos:R:3:lowdin_charge:R:1
N 1.72 -1.78 -0.02 0.171
C 0.95 -0.82 -0.25 -0.312
O 1.15 0.28 -1.32 -0.126
C 0.33 1.40 -0.93 -0.159
C -0.87 0.74 -0.29 -0.238
C -1.20 -0.47 -1.08 -0.045
C -0.43 -0.58 0.23 -0.152
H 2.61 -1.80 -0.52 0.068
H 0.00 2.06 -1.75 0.134
H 0.91 2.00 -0.23 0.119
H -1.61 1.31 0.26 0.142
H -0.40 -0.45 -1.88 0.132
H -2.21 -0.87 -1.08 0.113
H -0.83 -0.95 1.18 0.151
```

Values from the calculation:
Total charge ... 0
Spin multiplicity ... 1

***

No. 2
Molecular formula: C5H4N2
Method: DFT, the ωB97M-V functional and the def2-TZVPD basis

```
11
Properties=species:S:1:pos:R:3:lowdin_charge:R:1
C 2.79 -0.20 -0.02 0.145
C 1.58 -0.16 -0.02 -0.058
C 0.16 -0.11 -0.01 -0.303
C -0.76 -1.14 0.15 -0.096
C -2.07 -0.63 -0.02 -0.089
N -1.89 0.71 -0.27 -0.050
N -0.52 1.05 -0.17 0.050
H 3.85 -0.24 -0.01 0.037
H -0.53 -2.15 0.43 0.087
H -2.48 0.98 0.53 0.119
H -0.14 1.89 -0.59 0.159
```

Values from the calculation:
Total charge ... 0
Spin multiplicity ... 1

***

No. 3
Molecular formula: C22H68N3O11
Method: DFT, the ωB97M-V functional and the def2-TZVPD basis

```
104
Properties=species:S:1:pos:R:3:lowdin_charge:R:1
C 0.07 18.98 5.11 -0.100
C 0.02 17.79 6.07 -0.474
O -0.08 16.55 5.46 -0.322
H 0.15 19.91 5.69 0.044
H -0.83 18.99 4.50 0.063
H 0.91 18.95 4.41 0.052
H -0.87 17.95 6.73 0.089
H 0.92 17.88 6.71 0.072
C -0.37 20.50 1.25 -0.084
C -1.67 20.15 0.53 -0.304
O -1.53 18.86 -0.09 -0.092
H -0.43 21.45 1.79 0.062
H 0.46 20.45 0.55 0.075
H -0.21 19.76 2.04 0.060
H -1.89 20.86 -0.27 0.102
H -2.46 20.06 1.27 0.110
H -1.97 18.21 0.47 0.071
C -3.54 15.49 9.06 -0.091
C -2.59 16.30 8.20 -0.353
O -1.71 15.43 7.52 -0.093
H -3.90 14.62 8.52 0.075
H -4.37 16.12 9.38 0.066
H -3.05 15.16 9.98 0.068
H -2.01 17.02 8.80 0.096
H -3.16 16.86 7.45 0.091
H -1.17 15.93 6.87 0.014
C 3.88 19.19 7.66 -0.067
C 5.09 20.11 7.89 -0.312
O 5.12 20.62 9.20 -0.083
H 3.02 19.82 7.95 0.043
H 3.79 18.29 8.26 0.055
H 3.75 19.01 6.59 0.060
H 5.02 20.91 7.15 0.099
H 6.00 19.55 7.66 0.108
H 4.34 21.19 9.31 0.047
C 1.15 21.90 7.70 -0.075
C 1.30 21.81 9.20 -0.313
O 2.56 22.24 9.70 -0.081
H 1.33 22.92 7.36 0.078
H 0.14 21.63 7.40 0.078
H 1.89 21.27 7.20 0.047
H 1.20 20.79 9.57 0.092
H 0.45 22.31 9.70 0.112
H 2.76 23.14 9.40 0.091
C 4.19 17.67 3.54 -0.075
C 3.22 16.59 3.05 -0.426
C 3.80 15.82 1.90 -0.233
O 2.86 14.94 1.35 -0.161
C 3.04 14.66 -0.01 -0.135
N 2.91 15.65 4.16 0.069
H 3.81 18.24 4.39 0.045
H 4.39 18.40 2.74 0.067
H 5.14 17.20 3.81 0.073
H 2.29 17.09 2.79 0.115
H 4.66 15.21 2.23 0.129
H 4.21 16.54 1.18 0.119
H 2.69 13.65 -0.23 0.081
H 4.10 14.71 -0.28 0.078
H 2.48 15.33 -0.67 0.085
H 2.31 16.11 4.85 0.047
H 3.76 15.48 4.69 0.061
C 1.57 18.24 13.31 -0.064
C 2.81 18.23 12.44 -0.437
C 2.48 18.20 10.95 -0.233
O 1.34 17.44 10.66 -0.163
C 1.08 17.33 9.28 -0.107
N 3.61 19.44 12.69 0.031
H 0.85 18.99 12.99 0.083
H 1.82 18.34 14.36 0.071
H 1.08 17.27 13.20 0.077
H 3.43 17.34 12.59 0.132
H 3.38 17.86 10.42 0.119
H 2.34 19.24 10.61 0.111
H 0.23 16.68 9.13 0.082
H 1.92 16.99 8.66 0.081
H 0.91 18.32 8.84 0.075
H 4.02 19.34 13.62 0.064
H 4.44 19.44 12.09 0.068
C 0.72 24.57 2.46 -0.069
C 2.07 24.92 3.08 -0.438
C 2.98 23.70 3.20 -0.207
O 2.32 22.74 4.02 -0.194
C 3.05 21.55 4.14 -0.120
N 2.82 25.95 2.31 0.024
H 0.82 24.06 1.51 0.078
H 0.06 25.44 2.41 0.072
H 0.24 23.86 3.14 0.073
H 1.88 25.33 4.07 0.137
H 3.89 24.04 3.70 0.129
H 3.09 23.24 2.21 0.130
H 2.44 20.80 4.63 0.065
H 3.98 21.63 4.71 0.084
H 3.33 21.15 3.16 0.088
H 2.86 25.65 1.34 0.066
H 2.22 26.77 2.30 0.062
O 1.46 14.24 6.95 -0.054
H 0.92 14.96 7.29 -0.005
H 2.15 14.07 7.60 0.020
O -2.87 16.70 4.73 -0.077
H -2.03 16.63 5.23 -0.009
H -3.46 17.22 5.29 0.008
O 0.06 16.42 2.64 -0.074
H -0.75 16.65 2.17 0.010
H -0.06 16.83 3.53 -0.004
```

Values from the calculation:
Total charge ... -1
Spin multiplicity ... 1

***

No. 4
Molecular formula: C4H8Cl4
Method: DFT, the ωB97M-V functional and the def2-TZVPD basis

```
16
Properties=species:S:1:pos:R:3:lowdin_charge:R:1
Cl 11.96 -5.75 -0.90 0.533
C 10.60 -6.78 -1.44 -0.661
C 10.12 -7.70 -0.34 -0.681
Cl 11.34 -8.88 0.13 0.568
H 10.94 -7.35 -2.29 0.067
H 9.83 -6.08 -1.75 0.068
H 9.24 -8.23 -0.71 0.074
H 9.83 -7.15 0.56 0.070
Cl 15.56 -11.01 4.74 0.518
C 14.07 -10.92 3.75 -0.640
C 14.12 -9.72 2.83 -0.654
Cl 14.37 -8.16 3.70 0.508
H 13.21 -10.96 4.41 0.070
H 14.02 -11.83 3.14 0.071
H 13.18 -9.57 2.30 0.022
H 14.89 -9.77 2.06 0.069
```

Values from the calculation:
Total charge ... 0
Spin multiplicity ... 1

***

No. 5
Molecular formula: C10H25BFNNaNbO6S
Method: DFT, the ωB97M-V functional and the def2-TZVPD basis

```
47
Properties=species:S:1:pos:R:3:lowdin_charge:R:1
C 3.14 -2.08 0.92 -0.064
C 3.40 -0.57 0.69 -0.282
O 3.44 -0.17 -0.67 -0.024
B 2.21 -0.38 -1.32 -0.665
O 2.16 -1.32 -2.35 0.073
Nb 0.23 0.77 -0.75 1.654
C 1.45 2.56 -0.09 -0.341
C 0.77 3.48 0.97 -0.349
N -0.27 2.79 1.80 -0.074
C -0.92 -1.10 -1.33 -0.352
C -2.42 -1.16 -0.88 -0.275
C -2.71 -0.67 0.57 -0.295
C -1.95 -1.48 1.66 -0.223
S -2.72 -3.06 2.08 0.580
O -2.07 -4.10 1.37 -0.264
O -2.64 -3.33 3.48 -0.285
O -4.29 -3.10 1.67 -0.157
C 0.18 1.67 -2.86 -0.248
C 1.52 1.65 -3.56 -0.629
O 1.66 1.01 -4.52 0.144
F 2.56 2.39 -3.11 0.070
H 3.77 -2.47 1.73 0.076
H 3.29 -2.70 0.03 0.075
H 2.09 -2.22 1.24 0.069
H 2.69 0.02 1.29 0.079
H 4.40 -0.36 1.11 0.118
H 2.33 -2.17 -1.92 0.090
H -1.33 1.74 -0.39 -0.088
H 0.29 0.14 0.96 -0.062
H 2.42 2.21 0.33 0.038
H 1.70 3.19 -0.96 0.034
H 0.30 4.37 0.52 0.094
H 1.52 3.86 1.68 0.099
H -0.25 3.21 2.73 0.060
H -1.16 2.94 1.34 -0.042
H -0.33 -1.97 -0.98 0.041
H -0.90 -1.15 -2.43 0.054
H -2.73 -2.22 -0.91 0.107
H -3.06 -0.64 -1.60 0.104
H -3.79 -0.89 0.75 0.095
H -2.60 0.42 0.71 -0.028
H -2.00 -0.87 2.57 0.101
H -0.91 -1.67 1.37 0.067
H -4.76 -2.33 2.05 0.088
H -0.55 1.13 -3.48 0.055
H -0.15 2.73 -2.84 0.056
Na -2.99 1.91 1.33 0.625
```

Values from the calculation:
Total charge ... 0
Spin multiplicity ... 1

***

No. 6
Molecular formula: C16H20BrF6GaNO8
Method: DFT, the ωB97M-V functional and the def2-TZVPD basis

```
53
Properties=species:S:1:pos:R:3:lowdin_charge:R:1
N -0.46 -0.10 -0.69 0.149
C -1.09 -0.15 0.29 -0.514
O -1.92 -0.45 1.20 -0.098
Ga -1.06 -1.40 2.61 0.210
Br -2.62 -1.39 4.47 0.151
C 0.63 -0.48 3.27 -0.128
C 1.43 -1.49 4.04 -0.625
O 1.04 -2.05 5.03 0.068
O 2.66 -1.78 3.54 0.063
C -0.69 -3.39 2.14 -0.279
O -0.32 -4.13 3.00 0.082
C -0.90 -3.90 0.67 -0.394
F -1.77 -3.15 -0.02 0.126
F -1.47 -5.14 0.76 0.101
C 0.41 -4.07 -0.20 -0.354
F 0.11 -3.77 -1.47 0.160
F 0.78 -5.36 -0.15 0.158
C 1.63 -3.24 0.28 -0.366
F 2.23 -3.81 1.32 0.162
F 1.30 -1.96 0.53 0.126
C 2.69 -3.22 -0.88 -0.398
O 3.31 -4.19 -1.19 0.174
O 2.87 -2.07 -1.58 0.125
H 1.25 -0.06 2.45 0.054
H 0.32 0.33 3.94 0.072
H 2.95 -2.61 3.94 0.115
H 2.91 -1.30 -0.98 0.099
C -5.34 2.28 -2.10 -0.179
C -4.40 1.48 -1.20 -0.171
C -3.35 2.52 -0.86 -0.202
O -4.00 3.79 -0.87 -0.145
C -5.30 3.65 -1.45 -0.219
H -6.35 1.86 -2.16 0.108
H -4.93 2.33 -3.11 0.111
H -4.93 1.17 -0.29 0.118
H -3.99 0.59 -1.67 0.115
H -2.56 2.54 -1.62 0.117
H -2.89 2.35 0.11 0.112
H -6.05 3.73 -0.65 0.114
H -5.47 4.46 -2.16 0.111
C 3.80 3.20 -1.98 -0.177
C 2.71 3.15 -0.92 -0.169
C 2.32 1.68 -0.95 -0.206
O 3.50 0.95 -1.33 -0.156
C 4.49 1.87 -1.79 -0.206
H 4.48 4.05 -1.87 0.108
H 3.35 3.25 -2.97 0.113
H 3.13 3.40 0.06 0.113
H 1.87 3.82 -1.11 0.113
H 1.55 1.49 -1.71 0.106
H 1.95 1.31 0.00 0.103
H 5.28 1.93 -1.02 0.116
H 4.94 1.48 -2.71 0.116
```

Values from the calculation:
Total charge ... -1
Spin multiplicity ... 1

***

No. 7
Molecular formula: C4H11NO2
Method: DFT, the ωB97M-V functional and the def2-TZVPD basis

```
18
Properties=species:S:1:pos:R:3:lowdin_charge:R:1
C 1.94 -0.24 -0.54 -0.360
N 2.07 0.30 0.78 0.025
O 2.01 -1.67 -0.68 -0.082
H 2.92 -1.96 -0.52 0.071
H 1.42 -0.10 1.45 0.065
H 3.03 0.22 1.12 0.065
H 0.93 -0.02 -0.89 0.085
H 2.63 0.24 -1.24 0.115
C -1.85 1.45 0.68 -0.072
C -1.75 0.26 -0.11 -0.294
C -1.85 -0.23 -1.31 0.037
O -1.13 -0.72 1.12 -0.159
H -1.39 -1.64 1.00 0.063
H -1.69 0.76 1.67 0.132
H -0.98 2.11 0.62 0.085
H -2.81 1.94 0.57 0.082
H -2.18 0.43 -2.11 0.071
H -1.32 -1.12 -1.63 0.073
```

Values from the calculation:
Total charge ... 0
Spin multiplicity ... 1

***

No. 8
Molecular formula: C3H9OS
Method: DFT, the ωB97M-V functional and the def2-TZVPD basis

```
14
Properties=species:S:1:pos:R:3:lowdin_charge:R:1
C 3.21 3.01 2.09 -0.787
S 4.14 1.70 1.22 -0.113
H 2.62 3.69 1.48 -0.024
H 2.57 2.57 2.85 -0.036
H 3.98 3.64 2.56 -0.040
C -3.17 -1.82 -1.67 -0.307
O -3.72 -2.79 -2.60 -0.107
C -3.92 -1.90 -0.37 -0.090
H -2.08 -2.00 -1.68 0.117
H -3.12 -0.87 -2.20 0.100
H -4.66 -2.90 -2.40 0.060
H -4.94 -1.62 -0.62 0.074
H -3.95 -2.89 0.08 0.076
H -3.43 -1.25 0.35 0.077
```

Values from the calculation:
Total charge ... -1
Spin multiplicity ... 1

***

| no. | Kohn-Sham gap (eV) | HOMO energy (eV) |
| --- | --- | --- |
| 1 | 10.911 | -9.82 |
| 2 | 8.541 | -8.38 |
| 3 | 6.951 | -4.73 |
| 4 | 11.260 | -10.57 |
| 5 | 5.591 | -7.74 |
| 6 | 8.654 | -6.07 |
| 7 | 10.416 | -9.53 |
| 8 | 4.458 | -1.89 |